Formula: C5H13NO
Source: the Open Molecules 2025 dataset
Level of theory: ωB97M-V/def2-TZVPD

```
20
Properties=species:S:1:pos:R:3:forces:R:3
H 1.731 0.282 0.949 1.11 -0.12 0.48
H 0.284 -0.584 -2.706 -0.39 0.43 -0.11
H 0.639 1.147 -1.522 0.27 0.52 0.18
H -0.813 -2.091 0.491 -0.53 0.17 -0.04
H 0.797 -1.641 0.796 -0.15 -0.15 0.51
O -2.217 1.717 -1.101 -0.12 -0.84 1.65
H 2.125 1.917 0.543 0.23 0.30 -0.35
H -2.804 1.031 -0.738 -0.59 0.18 -1.00
C 1.964 0.936 0.118 -1.84 -1.01 0.22
N 0.648 0.837 -0.558 -0.21 0.02 -0.41
H -1.601 -0.130 1.575 -0.18 1.38 0.93
H -0.516 -2.041 -1.956 -0.35 1.28 0.34
C 0.051 -0.455 -0.626 -0.39 0.04 -0.47
C -0.210 -1.208 0.661 2.31 0.09 0.24
C -0.588 -0.341 1.903 0.04 -2.11 -1.58
H 0.189 0.409 2.015 -0.85 0.59 0.12
H -1.610 1.624 -0.340 0.68 0.82 -0.74
H -0.615 -0.972 2.795 -0.07 0.13 -0.10
C -0.235 -0.962 -1.834 0.87 -1.92 0.13
H 2.784 0.524 -0.466 0.16 0.20 0.00
```
Forces are in eV/Å.

## Properties
SMILES string: C=C(CC)NC.O
Gap between HOMO and LUMO: 9.2315 eV
Energy above the lowest of the compared OMol25 structures with the same formula, charge and spin: 52.40 kcal per mole
E_tot: -8931.7387 eV
HOMO level: -8.36 eV

Computed Löwdin charges, given in elementary charges: atom 1 (H): 0.04, atom 2 (H): 0.05, atom 3 (H): 0.10, atom 4 (H): 0.11, atom 5 (H): 0.11, atom 6 (O): -0.08, atom 7 (H): 0.08, atom 8 (H): 0.04, atom 9 (C): -0.07, atom 10 (N): -0.07, atom 11 (H): 0.07, atom 12 (H): 0.07, atom 13 (C): -0.42, atom 14 (C): -0.21, atom 15 (C): -0.07, atom 16 (H): 0.06, atom 17 (H): 0.01, atom 18 (H): 0.07, atom 19 (C): 0.02, atom 20 (H): 0.09

Formula: NO5P
Source: the Open Molecules 2025 dataset
Level of theory: ωB97M-V/def2-TZVPD

```
7
Properties=species:S:1:pos:R:3:forces:R:3
O -1.656 -0.068 1.949 0.47 -0.73 -0.13
O -0.775 -0.685 -2.101 -0.07 -0.06 -0.21
N 0.219 -0.108 -1.653 2.01 -0.48 -1.03
O 1.337 -0.315 -2.296 -1.94 0.37 0.94
O 0.966 -0.567 2.058 -1.17 -0.54 -0.14
O 0.100 1.701 1.406 -0.38 -0.17 -0.09
P -0.225 0.275 1.712 1.09 1.61 0.65
```
Forces are in eV/Å.

## Properties
Gap between HOMO and LUMO: 7.0517 eV
Energy above the lowest of the compared OMol25 structures with the same formula, charge and spin: 16.10 kcal per mole
E_tot: -21016.0508 eV
HOMO level: -0.02 eV
Charge: -2

Computed Löwdin charges, given in elementary charges: atom 1 (O): -0.42, atom 2 (O): -0.25, atom 3 (N): -0.37, atom 4 (O): -0.33, atom 5 (O): -0.43, atom 6 (O): -0.43, atom 7 (P): 0.23

Formula: C13H15N4RhS2
Source: the Open Molecules 2025 dataset
Level of theory: ωB97M-V/def2-TZVPD

```
35
Properties=species:S:1:pos:R:3:forces:R:3
Rh 0.701 0.318 -0.595 -6.03 -11.38 -0.29
C 2.170 1.324 0.319 1.74 1.44 0.89
H 2.087 -3.376 2.386 0.30 0.10 -0.22
N -1.690 0.185 -0.113 -0.10 -0.08 -0.27
H 2.889 0.914 1.022 -0.13 0.22 -0.16
H -1.979 -0.719 4.049 0.38 -0.24 0.19
H -3.853 0.369 2.413 -0.31 0.14 -0.24
C 1.893 -1.356 -1.659 -0.48 -0.27 -1.20
H -0.028 -1.594 -2.553 0.10 0.45 0.10
C 2.323 1.374 -1.102 2.82 3.00 -0.88
S 0.190 -1.964 3.849 -0.86 0.54 0.02
C -2.062 0.024 1.211 0.28 0.07 -1.04
H 0.994 -0.229 -3.322 0.07 -0.48 0.42
H 2.041 -2.641 0.798 -0.01 0.01 0.44
C -1.085 -0.614 2.059 0.90 -0.33 -0.81
H 0.493 2.026 1.639 0.08 -0.11 -0.25
C 0.895 1.894 0.638 0.86 2.96 1.11
H 3.203 1.068 -1.666 -0.33 0.06 0.30
C -3.375 0.418 1.443 0.02 0.11 0.18
H 2.927 -1.028 -1.814 -0.58 -0.15 0.20
N 1.805 -2.613 1.786 -0.47 0.41 0.23
H -1.723 0.669 -2.719 -0.36 0.00 0.32
S -4.128 1.011 0.013 0.16 -0.38 0.89
N 0.075 -1.049 1.425 -0.38 -0.30 0.08
C 0.269 2.287 -0.589 -0.02 2.80 0.15
H -0.676 2.810 -0.696 0.15 -0.23 0.02
H 1.761 -2.301 -1.121 -0.01 0.38 -0.19
C -2.654 0.656 -0.877 0.43 -0.29 0.25
H -3.439 1.010 -2.706 0.28 0.14 -0.18
C 1.143 1.945 -1.674 0.95 2.33 -1.06
C 0.852 -0.943 -2.500 0.97 -0.73 0.02
N -2.573 0.879 -2.200 -0.13 -0.15 0.66
C 0.782 -1.850 2.189 -0.36 -0.10 -0.25
H 0.922 2.084 -2.731 0.24 0.19 0.41
C -1.151 -0.987 3.399 -0.17 -0.13 0.15
```
Forces are in eV/Å.

## Properties
Gap between HOMO and LUMO (spin up / spin down): 5.4346 / 5.4509 eV
Energy above the lowest of the compared OMol25 structures with the same formula, charge and spin: 3.28 kcal per mole
E_tot: -44342.4305 eV
HOMO level (spin up / spin down): -12.53 / -15.41 eV
Charge: +2
Multiplicity: 5

Computed Löwdin charges, given in elementary charges: atom 1 (Rh): 1.14, atom 2 (C): -0.18, atom 3 (H): 0.13, atom 4 (N): 0.02, atom 5 (H): 0.13, atom 6 (H): 0.11, atom 7 (H): 0.10, atom 8 (C): -0.13, atom 9 (H): 0.08, atom 10 (C): -0.23, atom 11 (S): 1.18, atom 12 (C): -0.28, atom 13 (H): 0.08, atom 14 (H): 0.10, atom 15 (C): -0.27, atom 16 (H): 0.13, atom 17 (C): -0.20, atom 18 (H): 0.13, atom 19 (C): -0.24, atom 20 (H): 0.08, atom 21 (N): 0.18, atom 22 (H): 0.12, atom 23 (S): 1.18, atom 24 (N): 0.04, atom 25 (C): -0.20, atom 26 (H): 0.13, atom 27 (H): 0.05, atom 28 (C): -0.63, atom 29 (H): 0.13, atom 30 (C): -0.20, atom 31 (C): -0.13, atom 32 (N): 0.17, atom 33 (C): -0.61, atom 34 (H): 0.13, atom 35 (C): -0.24

Question: energy above the lowest of the compared OMol25 structures with the same formula, charge and spin of number 1 (C5H13NO)?
Answer: 52.40 kcal per mole

Question: Which of these has the highest energy above the lowest of the compared OMol25 structures with the same formula, charge and spin?
Answer: C5H13NO

Question: The highest energy above the lowest of the compared OMol25 structures with the same formula, charge and spin belongs to which entry?
Answer: C5H13NO